Entry 1
C6H12NO | ωB97M-V/def2-TZVPD

Positions of all 20 atoms, in Å:
C: -2.266 -0.128 1.133
C: -1.615 0.665 0.143
C: -0.169 0.841 0.394
C: 0.652 0.557 -0.680
C: 2.066 0.365 -0.389
C: 2.808 0.144 -1.501
O: 4.193 0.117 -1.381
N: -1.658 -1.617 1.113
H: -3.331 -0.188 1.026
H: -2.162 0.291 2.127
H: -1.880 0.531 -0.902
H: -2.069 1.752 0.313
H: 0.152 1.226 1.314
H: 0.349 0.753 -1.650
H: 2.472 0.514 0.557
H: 2.378 -0.122 -2.534
H: 4.686 0.068 -2.293
H: -0.970 -1.618 0.332
H: -2.512 -2.293 0.875
H: -1.122 -1.858 2.003

Properties
SMILES: [NH3+]CC/C=C/C=C/O
E_HOMO, Ha: -0.411
LUMO, hartree: -0.13172
Orbital gap, eV: 7.59
Net charge: +1

***

Entry 2
C6H12NO | ωB97M-V/def2-TZVPD

Positions of all 20 atoms, in Å:
C: 0.540 2.379 -0.121
O: 1.596 3.101 -0.760
C: 1.141 1.125 0.493
C: 1.321 -0.019 -0.456
C: 0.176 -0.942 -0.621
C: -0.753 -1.277 0.307
N: -1.565 -2.398 -0.111
C: -2.743 -2.429 0.398
H: 0.129 3.016 0.705
H: -0.219 2.242 -0.875
H: 2.192 3.442 -0.087
H: 0.391 0.854 1.291
H: 2.055 1.414 1.025
H: 1.671 0.428 -1.415
H: 2.186 -0.674 -0.188
H: 0.078 -1.272 -1.659
H: -0.625 -0.972 1.336
H: -1.073 -3.144 -0.591
H: -3.373 -3.314 0.404
H: -3.126 -1.561 0.926

Properties
SMILES: C=[NH+]/C=C/CCCO
E_HOMO, Ha: -0.481
LUMO, hartree: -0.19979
Orbital gap, eV: 7.65
Net charge: +1

***

Which of them is most stable, and which least? Most stable: entry 2; least stable: entry 1.